Computed, not measured: C6H10NS2 as an isolated structure at a distorted geometry, with ωB97M-V/def2-TZVPD.

```
19
Properties=species:S:1:pos:R:3:lowdin_charge:R:1
C -2.431 -0.308 -1.308 -0.219
C -3.762 -0.070 -1.161 -0.367
C -2.557 0.136 0.901 -0.419
C 1.966 1.183 0.790 -0.106
C 2.699 -1.113 0.146 -0.125
C 1.703 -0.010 -0.096 -0.734
N -1.786 -0.070 -0.125 -0.207
S -4.247 0.237 0.466 1.098
S 0.302 -1.121 0.086 1.048
H -1.768 -0.311 -2.283 0.171
H -4.480 -0.174 -1.946 0.079
H -1.961 0.103 1.899 0.140
H 2.133 1.103 1.824 0.080
H 2.728 1.772 0.306 0.102
H 1.119 1.802 0.805 0.063
H 3.113 -1.294 -0.794 0.089
H 2.254 -1.844 0.810 0.058
H 3.278 -0.506 0.828 0.101
H 1.699 0.485 -1.148 0.150
```

Values from the calculation:
Kohn-Sham gap ... 8.0 eV
Charge ... +1
HOMO level ... -13.84 eV